[1]
Molecular formula: C6H9NO
Method: DFT, ωB97M-V/def2-TZVPD

Computed properties:
2S+1   2
Relative energy (zero: lowest compared OMol25 entry of this formula, charge and spin)   124.7 kcal/mol
Energy   -363.5425 Eh
LUMO (spin up / spin down)   -7.02 / -7.09 eV
Charge   +1

Each line ends with the Löwdin charge.
Positions of all 17 atoms, in Å:
N (-1.322, -1.714, 1.327)  0.1041
C (-0.808, -0.406, 0.675)  -0.2133
C (-1.302, 0.009, -0.496)  0.0911
C (-0.443, 1.034, -1.285)  -0.0403
C (0.732, 1.528, -0.855)  0.1396
C (0.976, 1.467, 0.623)  -0.1463
C (0.307, 0.294, 1.275)  0.1304
H (-1.567, -2.452, 0.635)  0.1124
H (-1.346, -1.805, 2.347)  0.0976
H (-2.308, -0.072, -0.897)  0.1420
H (-1.017, 1.354, -2.180)  0.1330
H (0.777, 2.504, 1.072)  0.2013
H (2.004, 1.462, 0.883)  0.1217
H (0.990, -0.185, 1.985)  0.1501
H (1.635, -1.238, -2.386)  0.0516
H (1.120, -0.470, -1.287)  -0.0458
O (1.573, -1.309, -1.436)  -0.0292

[2]
Molecular formula: C6H9NO2
Method: DFT, ωB97M-V/def2-TZVPD

Computed properties:
Relative energy (zero: lowest compared OMol25 entry of this formula, charge and spin)   107.9 kcal/mol
Energy   -439.1045 Eh
SMILES   C#C[C@](C)([O-])[NH2+]C(C)=O
LUMO   -0.01 eV

Each line ends with the Löwdin charge.
Positions of all 18 atoms, in Å:
C (-1.585, 0.350, 1.586)  -0.0182
C (-1.346, -0.379, 0.288)  -0.5335
N (-0.524, 0.773, -0.873)  0.1281
O (-2.165, -0.975, -0.374)  0.0230
H (-0.852, 1.728, -0.982)  0.1446
H (-0.818, 0.233, -1.685)  0.1298
H (-0.736, 0.984, 1.840)  0.0743
H (-2.486, 0.962, 1.486)  0.0916
H (-1.724, -0.382, 2.377)  0.0941
C (1.858, 0.335, -1.556)  -0.0066
C (0.926, 0.678, -0.413)  -0.5222
C (0.239, -1.235, 0.577)  -0.0663
C (0.718, -2.232, 1.080)  0.0984
O (1.245, 1.415, 0.499)  0.0746
H (1.904, 1.198, -2.226)  0.0939
H (2.855, 0.172, -1.155)  0.0895
H (1.527, -0.533, -2.122)  0.0829
H (0.964, -3.092, 1.652)  0.0218

[3]
Molecular formula: C6H9NO2
Method: DFT, ωB97M-V/def2-TZVPD

Computed properties:
Relative energy (zero: lowest compared OMol25 entry of this formula, charge and spin)   42.1 kcal/mol
Energy   -439.2093 Eh
SMILES   C#C[C@H]1CCC(=O)N1.O
LUMO   0.62 eV

Each line ends with the Löwdin charge.
Positions of all 18 atoms, in Å:
O (0.222, 2.074, -1.366)  0.0563
C (0.910, 1.196, -0.862)  -0.4765
C (1.767, 0.176, -1.587)  -0.0819
C (2.768, -0.296, -0.530)  -0.1234
C (2.048, -0.039, 0.819)  -0.3231
N (1.122, 1.028, 0.478)  0.1033
C (1.351, -1.231, 1.342)  -0.0835
C (0.797, -2.223, 1.760)  0.1201
H (1.100, -0.633, -1.921)  0.1301
H (2.233, 0.617, -2.475)  0.1249
H (3.062, -1.345, -0.642)  0.1174
H (3.674, 0.322, -0.562)  0.1186
H (2.757, 0.303, 1.585)  0.1467
H (-1.681, 3.239, 0.653)  0.0248
H (0.390, -3.155, 2.112)  0.0312
H (0.638, 1.572, 1.180)  0.1538
O (-2.218, 3.483, -0.119)  -0.0714
H (-2.676, 2.669, -0.365)  0.0327

[4]
Molecular formula: C6H9NO2
Method: DFT, ωB97M-V/def2-TZVPD

Computed properties:
Relative energy (zero: lowest compared OMol25 entry of this formula, charge and spin)   60.6 kcal/mol
Energy   -439.1798 Eh
LUMO   0.69 eV

Each line ends with the Löwdin charge.
Positions of all 18 atoms, in Å:
N (2.168, -1.184, 0.532)  0.1382
C (1.586, -0.074, 0.466)  -0.3610
C (0.263, 0.419, 0.927)  -0.1358
C (-0.742, 1.127, -0.017)  -0.2493
C (-0.919, 0.145, -1.185)  -0.1032
C (-1.133, -1.139, -0.336)  -0.1027
C (-0.976, -0.491, 1.047)  -0.2269
O (-1.788, 0.710, 0.899)  -0.0530
H (0.394, 1.014, 1.841)  0.1635
H (-0.711, 2.203, -0.214)  0.1538
H (-1.789, 0.411, -1.796)  0.1163
H (-0.033, 0.101, -1.833)  0.1147
H (-2.137, -1.565, -0.449)  0.1165
H (-0.390, -1.923, -0.524)  0.1115
H (-1.191, -1.075, 1.947)  0.1569
O (2.438, 0.783, -0.438)  -0.0490
H (1.884, 1.508, -0.749)  0.0679
H (3.078, -0.969, -0.117)  0.1417

Question: Which of these has the lowest relative energy (zero: lowest compared OMol25 entry of this formula, charge and spin)?
Answer: number 3

Question: Among the records above, which one has the lowest relative energy (zero: lowest compared OMol25 entry of this formula, charge and spin)?
Answer: number 3